1.
Here is a molecular structure, C45H41N2O4Tl from the Open Molecules 2025 dataset. Energies are from the ωB97M-V functional and the def2-TZVPD basis.

Net charge: -2
E (Ha): -2322.37764
Frontier orbital gap (eV): 5.40

Last column: Löwdin charge in e.
Positions of all 93 atoms, in Å:
Tl: -0.90 0.12 0.61  0.97
O: -4.15 3.79 0.66  -0.05
C: -3.17 3.14 0.25  -0.68
O: -2.17 2.70 0.88  -0.16
C: -3.11 2.91 -1.26  -0.13
C: -3.63 3.74 -2.16  0.02
C: -3.16 3.48 -3.57  -0.18
C: -3.47 2.04 -3.89  -0.13
C: -4.08 1.51 -5.02  -0.04
C: -4.23 0.13 -5.12  -0.11
C: -3.74 -0.71 -4.12  -0.08
C: -3.11 -0.18 -3.00  0.01
C: -3.00 1.19 -2.89  -0.18
N: -2.29 1.84 -1.82  0.01
H: -4.25 4.58 -1.87  0.12
H: -3.55 4.17 -4.31  0.14
H: -4.44 2.17 -5.80  0.10
H: -4.71 -0.30 -5.99  0.09
H: -3.84 -1.78 -4.23  0.10
H: -2.68 -0.82 -2.23  0.10
C: 0.94 -4.30 -0.58  -0.13
C: 1.91 -3.99 -1.52  -0.14
C: 1.76 -2.83 -2.26  -0.09
C: 0.67 -1.97 -2.03  -0.25
C: -0.30 -2.20 -1.03  -0.16
C: -0.11 -3.42 -0.35  -0.17
C: 0.53 -0.78 -2.90  -0.24
C: 0.95 -0.80 -4.24  -0.01
C: 0.75 0.32 -5.02  -0.03
C: 0.11 1.44 -4.48  -0.16
C: -0.20 2.61 -5.30  -0.05
C: -0.97 3.59 -4.84  -0.06
C: -1.59 3.59 -3.48  -0.18
C: -1.10 2.48 -2.49  -0.13
C: -0.29 1.36 -3.15  -0.16
N: -0.05 0.30 -2.38  0.16
H: 1.02 -5.21 0.01  0.09
H: 2.76 -4.64 -1.68  0.08
H: 2.53 -2.56 -2.98  0.10
H: -0.82 -3.70 0.43  0.06
H: 1.39 -1.69 -4.66  0.10
H: 1.06 0.33 -6.06  0.11
H: 0.20 2.64 -6.31  0.10
H: -1.20 4.44 -5.48  0.10
H: -1.39 4.56 -3.02  0.14
H: -0.51 2.92 -1.69  0.16
C: 3.52 -2.70 1.48  0.00
C: 2.93 -1.51 0.77  -0.38
O: 1.86 -1.06 1.12  0.02
C: 3.67 -0.90 -0.38  -0.15
C: 4.85 -1.44 -0.88  -0.04
C: 5.47 -0.88 -1.99  -0.10
C: 4.90 0.23 -2.61  -0.10
C: 3.72 0.78 -2.11  -0.07
C: 3.12 0.22 -0.99  -0.01
H: 2.90 -2.92 2.35  0.08
H: 4.55 -2.49 1.81  0.08
H: 3.54 -3.55 0.81  0.07
H: 5.29 -2.31 -0.41  0.10
H: 6.38 -1.31 -2.38  0.09
H: 5.36 0.65 -3.49  0.09
H: 3.26 1.62 -2.60  0.11
H: 2.19 0.62 -0.61  0.11
C: -1.84 -1.82 4.90  -0.07
C: -0.52 -2.53 4.59  -0.38
C: -0.51 -3.07 3.16  -0.08
C: 0.68 -1.65 4.87  -0.15
C: 1.62 -2.07 5.79  -0.10
C: 2.73 -1.30 6.13  -0.16
C: 2.86 -0.06 5.52  -0.10
C: 1.95 0.42 4.59  -0.15
C: 2.15 1.80 3.99  -0.38
C: 0.97 2.73 4.27  -0.07
C: 2.46 1.75 2.49  -0.07
C: 0.82 -0.39 4.19  -0.35
O: 0.01 0.02 3.29  -0.24
H: -2.70 -2.48 4.70  0.06
H: -1.94 -0.92 4.29  0.07
H: -1.88 -1.52 5.95  0.07
H: -0.45 -3.39 5.27  0.11
H: -0.46 -2.24 2.45  0.03
H: -1.41 -3.66 2.95  0.07
H: 0.36 -3.70 2.99  0.08
H: 1.48 -3.04 6.27  0.09
H: 3.46 -1.65 6.85  0.06
H: 3.71 0.58 5.78  0.09
H: 3.03 2.22 4.49  0.11
H: 0.07 2.37 3.78  0.08
H: 1.19 3.74 3.89  0.07
H: 0.78 2.81 5.34  0.07
H: 1.61 1.31 1.96  0.04
H: 3.34 1.13 2.30  0.07
H: 2.64 2.76 2.10  0.07


2.
Here is a molecular structure, C31H62BiP2Si2 in a non-equilibrium geometry from the Open Molecules 2025 dataset. Energies are from the ωB97M-V functional and the def2-TZVPD basis.

Net charge: +1
E (Ha): -2694.36564
Frontier orbital gap (spin up / spin down) (eV): 4.00 / 4.00

Last column: Löwdin charge in e.
Positions of all 98 atoms, in Å:
Bi: -0.08 0.20 0.84  1.36
C: -0.18 -3.48 2.29  -0.28
C: 1.14 -3.52 1.77  -0.28
C: 1.16 -2.22 3.66  -0.28
C: -0.17 -2.67 3.46  -0.28
C: 1.96 -2.73 2.62  -0.28
C: -1.36 -4.20 1.77  -0.09
H: -1.13 -4.72 0.83  0.06
H: -2.22 -3.52 1.60  0.06
H: -1.70 -4.96 2.50  0.08
C: -1.32 -2.33 4.31  -0.07
H: -2.22 -2.88 4.00  0.07
H: -1.54 -1.24 4.28  0.06
H: -1.13 -2.58 5.37  0.08
C: 1.59 -1.34 4.76  -0.06
H: 1.30 -1.75 5.75  0.09
H: 1.13 -0.34 4.68  0.03
H: 2.69 -1.23 4.76  0.07
C: 3.42 -2.53 2.50  -0.09
H: 3.95 -3.00 3.35  0.09
H: 3.69 -1.46 2.51  0.06
H: 3.81 -2.98 1.58  0.06
C: 1.61 -4.32 0.62  -0.09
H: 2.08 -5.26 0.95  0.09
H: 2.37 -3.77 0.05  0.05
H: 0.78 -4.58 -0.04  0.05
C: -1.44 0.18 -5.01  -0.14
C: -1.44 -1.17 -4.93  -0.15
C: -0.70 -2.06 -5.87  -0.17
C: 0.74 -1.62 -6.26  -0.17
C: 1.52 -0.90 -5.19  -0.11
C: 1.63 0.44 -5.11  -0.15
C: 0.71 1.43 -5.77  -0.16
C: -0.74 0.95 -6.08  -0.16
H: -1.28 -2.18 -6.80  0.13
H: 0.68 -1.00 -7.17  0.11
H: -0.64 -3.08 -5.45  0.11
H: -0.76 0.42 -7.04  0.11
H: -2.06 0.78 -4.33  0.09
H: -2.14 -1.69 -4.27  0.10
H: -1.34 1.86 -6.25  0.12
H: 0.64 2.33 -5.14  0.11
H: 2.51 0.89 -4.63  0.10
H: 1.16 1.77 -6.72  0.13
H: 1.30 -2.52 -6.55  0.12
H: 2.17 -1.55 -4.59  0.11
P: -0.99 -0.30 -1.54  0.73
P: 2.04 0.96 -0.63  0.73
C: -0.04 0.87 -2.58  -0.41
C: 1.22 1.62 -2.12  -0.37
H: -0.76 1.59 -3.00  0.09
H: 0.24 0.23 -3.42  0.02
H: 1.97 1.61 -2.92  0.07
H: 0.97 2.67 -1.93  0.10
C: 3.25 2.16 -0.06  -0.24
H: 3.76 1.78 0.84  0.06
H: 2.76 3.12 0.19  0.05
H: 3.99 2.32 -0.86  0.07
C: 3.04 -0.48 -1.13  -0.21
H: 3.84 -0.15 -1.82  0.07
H: 2.46 -1.27 -1.63  0.03
H: 3.51 -0.92 -0.23  0.06
C: -2.76 -0.18 -1.91  -0.23
H: -3.33 -0.83 -1.22  0.06
H: -2.95 -0.51 -2.94  0.03
H: -3.12 0.85 -1.79  0.06
C: -0.45 -1.98 -2.03  -0.20
H: 0.56 -2.22 -1.66  0.04
H: -0.44 -2.08 -3.13  0.03
H: -1.15 -2.74 -1.62  0.08
C: -3.33 3.39 0.82  -0.18
Si: -2.65 2.16 2.07  0.37
C: -3.25 2.61 3.80  -0.18
C: -3.44 0.48 1.75  -0.20
C: -0.76 2.18 1.84  -0.61
Si: 0.20 2.85 3.35  0.40
C: -0.17 2.03 5.00  -0.16
C: 2.06 2.66 3.15  -0.19
C: -0.19 4.69 3.49  -0.17
H: -4.38 3.61 1.04  0.04
H: -3.27 2.99 -0.20  0.02
H: -2.77 4.33 0.86  0.04
H: -4.33 2.79 3.69  0.05
H: -3.13 1.77 4.51  0.04
H: -2.80 3.51 4.23  0.02
H: -3.63 0.30 0.68  0.00
H: -2.85 -0.36 2.15  0.01
H: -4.41 0.46 2.26  0.05
H: -0.60 2.89 1.00  -0.02
H: 0.60 1.30 5.27  0.01
H: -0.16 2.80 5.79  0.05
H: -1.14 1.52 5.06  0.01
H: 2.44 3.31 2.35  0.01
H: 2.57 2.97 4.08  0.05
H: 2.37 1.62 2.94  0.02
H: 0.07 5.19 2.55  0.04
H: -1.25 4.89 3.71  0.02
H: 0.42 5.13 4.29  0.05


3.
Here is a single C4H5N3 molecule in a non-equilibrium geometry from the Open Molecules 2025 dataset. Energies are from the ωB97M-V functional and the def2-TZVPD basis.

E (Ha): -319.63924
Frontier orbital gap (eV): 11.00
SMILES: CNC(C#N)C#N

Last column: Löwdin charge in e.
Positions of all 12 atoms, in Å:
C: 1.27 0.27 -1.02  -0.10
N: 0.20 0.79 -0.17  -0.08
C: -0.34 -0.11 0.81  -0.35
C: -1.51 0.52 1.46  -0.16
N: -2.43 1.08 1.90  0.18
C: -0.75 -1.43 0.25  -0.17
N: -0.99 -2.46 -0.23  0.17
H: 2.23 0.72 -0.75  0.08
H: 1.07 0.49 -2.07  0.09
H: 1.38 -0.82 -0.97  0.08
H: -0.55 1.19 -0.72  0.12
H: 0.42 -0.32 1.57  0.16